Record 1
Molecular formula: C17H18N2O6S
Method: DFT, wB97M-V/def2-TZVPD

Each atom is followed by the atoms it is bonded to, with distances in Å.
Element x y z (Å)
1 C 2.1018 2.8916 -0.9757  C2 1.522, H27 1.087, H28 1.086, H29 1.088
2 C 1.3114 2.9739 0.3220  C1 1.522, O3 1.429, H30 1.091, H31 1.095
3 O -0.0080 2.4475 0.1682  C2 1.429, C4 1.332
4 C -0.1386 1.1258 0.2664  O3 1.332, O5 1.226, C6 1.453
5 O 0.8040 0.3783 0.5010  C4 1.226
6 C -1.5007 0.6570 0.0761  C4 1.453, C7 1.424, C12 1.383
7 C -2.6570 1.4422 -0.1940  C6 1.424, C8 1.354, H32 1.074
8 C -3.7811 0.7039 -0.3487  C7 1.354, C9 1.490, S11 1.753
9 C -5.1695 1.1772 -0.6092  C8 1.490, C10 1.530, H33 1.092, H34 1.092
10 C -6.0675 0.9588 0.6097  C9 1.530, H35 1.087, H36 1.087, H37 1.087
11 S -3.4678 -1.0108 -0.1650  C8 1.753, C12 1.714
12 C -1.8089 -0.6907 0.1215  C6 1.383, S11 1.714, N13 1.368
13 N -0.8948 -1.6813 0.3574  C12 1.368, C14 1.355, H38 1.024
14 C -1.1882 -3.0022 0.2953  N13 1.355, O15 1.211, C16 1.530
15 O -2.3095 -3.4179 0.1047  C14 1.211
16 C 0.0248 -3.9150 0.4846  C14 1.530, O17 1.416, H39 1.096, H40 1.092
17 O 1.2175 -3.1749 0.6687  C16 1.416, C18 1.355
18 C 1.8519 -2.7635 -0.4558  O17 1.355, O19 1.205, C20 1.473
19 O 1.5716 -3.1657 -1.5566  C18 1.205
20 C 2.8564 -1.7236 -0.1733  C18 1.473, C21 1.396, C26 1.396
21 C 3.4757 -1.0749 -1.2435  C20 1.396, C22 1.369, H41 1.079
22 C 4.2922 -0.0001 -1.0154  C21 1.369, N23 1.357, H42 1.079
23 N 4.5204 0.4693 0.2370  C22 1.357, O24 1.250, C25 1.356
24 O 5.2298 1.4829 0.4187  N23 1.250
25 C 3.9588 -0.1816 1.2860  N23 1.356, C26 1.369, H43 1.079
26 C 3.1306 -1.2582 1.1138  C20 1.396, C25 1.369, H44 1.077
27 H 1.6331 3.4988 -1.7460  C1 1.087
28 H 3.1146 3.2452 -0.8043  C1 1.086
29 H 2.1423 1.8596 -1.3184  C1 1.088
30 H 1.1698 4.0103 0.6332  C2 1.091
31 H 1.8249 2.4152 1.1115  C2 1.095
32 H -2.6204 2.5133 -0.2686  C7 1.074
33 H -5.1385 2.2391 -0.8605  C9 1.092
34 H -5.5866 0.6349 -1.4608  C9 1.092
35 H -6.1133 -0.0991 0.8567  C10 1.087
36 H -7.0744 1.3130 0.4046  C10 1.087
37 H -5.6765 1.4987 1.4688  C10 1.087
38 H 0.0477 -1.3231 0.5388  N13 1.024
39 H 0.1038 -4.5628 -0.3965  C16 1.096
40 H -0.1171 -4.5294 1.3762  C16 1.092
41 H 3.2845 -1.4141 -2.2496  C21 1.079
42 H 4.7792 0.5506 -1.8058  C22 1.079
43 H 4.1905 0.2321 2.2557  C25 1.079
44 H 2.6810 -1.7303 1.9714  C26 1.077

## Properties
* E_tot: -44021.2143 eV
* LUMO level: -0.4 eV
* total charge: 0
* SMILES: CCOC(=O)c1cc(CC)sc1NC(=O)COC(=O)c1cc[n+]([O-])cc1

***

Record 2
Molecular formula: C17H18N2O7S2
Method: DFT, wB97M-V/def2-TZVPD

Each atom is followed by the atoms it is bonded to, with distances in Å.
Element x y z (Å)
1 O 2.2798 1.3639 -0.5091  C2 1.204
2 C 1.1941 0.8547 -0.4048  O1 1.204, C3 1.491, C28 1.492
3 C 0.1131 0.7766 -1.4280  C2 1.491, C4 1.378, C15 1.409
4 C 0.0992 1.2475 -2.7235  C3 1.378, C5 1.387, H29 1.078
5 C -1.0482 1.0330 -3.4732  C4 1.387, S6 1.801, C13 1.380
6 S -1.1415 1.6979 -5.1448  C5 1.801, O7 1.431, O8 1.434, N9 1.667
7 O -2.1842 2.6771 -5.1110  S6 1.431
8 O 0.1668 2.0831 -5.5888  S6 1.434
9 N -1.6693 0.4919 -6.1673  S6 1.667, C10 1.442, H30 1.006
10 C -0.6930 -0.3188 -6.8515  N9 1.442, C11 1.532, H31 1.093, H32 1.092
11 C 0.0335 -1.3038 -5.9303  C10 1.532, O12 1.404, H33 1.094, H34 1.100
12 O 0.6363 -0.6456 -4.8465  C11 1.404, H35 0.968
13 C -2.1555 0.4000 -2.9457  C5 1.380, C14 1.393, H36 1.080
14 C -2.1427 -0.0787 -1.6381  C13 1.393, C15 1.381, H37 1.079
15 C -1.0012 0.1087 -0.8838  C3 1.409, C14 1.381, C16 1.464
16 C -0.6875 -0.2697 0.4950  C15 1.464, C17 1.382, C28 1.409
17 C -1.4371 -0.9363 1.4463  C16 1.382, C18 1.391, H38 1.079
18 C -0.8682 -1.1580 2.6967  C17 1.391, C19 1.381, H39 1.078
19 C 0.4148 -0.7250 2.9692  C18 1.381, S20 1.787, C27 1.388
20 S 1.0710 -0.9961 4.6094  C19 1.787, O21 1.430, O22 1.442, N23 1.681
21 O 0.3792 -2.0817 5.2316  S20 1.430
22 O 2.5102 -1.0476 4.5380  S20 1.442
23 N 0.5877 0.4324 5.3517  S20 1.681, C24 1.455, H40 1.013
24 C 0.4580 0.3378 6.7983  N23 1.455, C25 1.545, H41 1.090, H42 1.092
25 C 1.7694 -0.1297 7.4670  C24 1.545, O26 1.405, H43 1.093, H44 1.096
26 O 2.8987 0.4789 6.8948  C25 1.405, H45 0.971
27 C 1.1845 -0.0584 2.0266  C19 1.388, C28 1.380, H46 1.079
28 C 0.6194 0.1664 0.7883  C2 1.492, C16 1.409, C27 1.380
29 H 0.9417 1.7632 -3.1550  C4 1.078
30 H -2.4767 0.0000 -5.8229  N9 1.006
31 H 0.0306 0.3856 -7.2686  C10 1.093
32 H -1.1840 -0.8518 -7.6688  C10 1.092
33 H -0.6698 -2.0186 -5.4920  C11 1.094
34 H 0.7793 -1.8605 -6.5158  C11 1.100
35 H 1.1044 0.1339 -5.1799  O12 0.968
36 H -3.0413 0.2935 -3.5535  C13 1.080
37 H -3.0080 -0.5781 -1.2305  C14 1.079
38 H -2.4373 -1.2786 1.2318  C17 1.079
39 H -1.4037 -1.6792 3.4743  C18 1.078
40 H 1.2521 1.1571 5.1087  N23 1.013
41 H -0.3344 -0.3821 7.0034  C24 1.090
42 H 0.1636 1.3239 7.1621  C24 1.092
43 H 1.7612 0.1500 8.5236  C25 1.093
44 H 1.8355 -1.2207 7.3861  C25 1.096
45 H 3.1088 0.0110 6.0700  O26 0.971
46 H 2.1909 0.2510 2.2607  C27 1.079

## Properties
* E_tot: -56903.1630 eV
* LUMO level: -1.2 eV
* total charge: 0
* SMILES: O=C1c2cc(S(=O)(=O)NCCO)ccc2-c2ccc(S(=O)(=O)NCCO)cc21